Entry from the OMol25 dataset: 2 unconnected molecules or ions with the total composition C4H14N3 in a non-equilibrium geometry (ωB97M-V with the def2-TZVPD basis set).

Values from the calculation:
- F_max (Eh/bohr) = 0.0924
- energy above the lowest of the compared OMol25 structures with the same formula, charge and spin (kcal per mole) = 40.48
- total charge = +1
- E_HOMO (eV) = -14.580
- lowest unoccupied orbital energy (eV) = -3.85
- gap between HOMO and LUMO (eV) = 10.7
- 2S+1 = 1

CARTESIAN COORDINATES (ANGSTROEM)
H  0.110  -0.807  1.872
H  2.404  -3.143  -1.059
C  1.909  -2.324  -0.459
H  0.549  2.033  1.436
H  1.617  -1.053  -2.203
H  -0.604  0.608  2.791
H  2.719  -1.730  0.112
N  -0.885  1.102  -1.368
H  -1.626  -0.988  2.514
H  0.548  -0.686  -0.852
N  0.521  1.884  0.425
H  -1.266  0.231  -1.879
H  0.720  2.624  -0.282
C  -0.882  -0.265  2.024
C  -0.657  1.144  -0.036
C  1.052  -1.482  -1.342
H  -0.934  2.043  -1.806
H  1.426  -2.964  0.298
H  -2.373  0.284  0.578
H  0.278  -2.168  -1.691
N  -1.364  0.339  0.806

Forces on the atoms, in the same order (eV/Å):
H -1.43 0.55 -0.13
H -0.10 1.17 0.39
C 2.69 -0.97 1.18
H 0.08 0.55 -0.65
H -0.45 -0.40 0.61
H -0.85 -1.97 -1.24
H -1.10 -0.94 -1.04
N -1.23 0.57 -0.35
H 1.01 1.36 -1.02
H -0.07 0.57 0.62
N -3.95 -1.74 -1.99
H 0.58 2.21 1.46
H 0.43 -0.68 1.38
C 1.66 0.76 2.81
C 2.41 -0.34 1.75
C -0.08 -0.73 -1.07
H 0.21 -1.39 -0.18
H -0.50 0.71 -0.11
H 1.15 -0.37 0.01
H -0.16 0.28 -0.56
N -0.29 0.81 -1.87